Entry 1:
{
  "formula": "C6H19O2PSSr",
  "method": "wB97M-V/def2-TZVPD",
  "e_lumo_ev": 0.013,
  "de_lowest_kj_mol": 0.0,
  "species": ["Sr", "H", "H", "P", "C", "H", "H", "H", "C", "H", "H", "H", "C", "H", "H", "H", "C", "O", "H", "H", "C", "S", "C", "O", "H", "H", "H", "H", "H", "H"],
  "coordinates": [[-0.1438, 1.1132, 0.4806], [1.0041, 3.2879, 0.3003], [0.9374, 3.1122, -0.4470], [-0.2726, -0.1418, -2.2168], [0.9594, -1.0165, -3.2112], [0.5865, -1.1106, -4.2434], [1.8998, -0.4573, -3.1945], [1.1137, -2.0025, -2.7641], [-1.8136, -0.9505, -2.8077], [-2.6646, -0.3657, -2.4256], [-1.8173, -0.9953, -3.9136], [-1.8375, -1.9576, -2.3639], [-0.3965, 1.3948, -3.2424], [0.5483, 1.9496, -3.2029], [-0.6258, 1.1182, -4.2850], [-1.1947, 2.0369, -2.8451], [2.2779, -0.4828, -0.1937], [3.2855, -0.9163, 0.1423], [-2.4813, 0.8456, -0.1971], [-0.4630, -1.0078, -0.1014], [0.3425, 0.5587, 5.1219], [1.0529, -0.3350, 3.7047], [-0.3147, -1.4653, 3.3223], [0.9846, 0.7018, 2.5554], [0.4027, -0.1118, 5.9943], [-0.7106, 0.8323, 4.9402], [0.9812, 1.4304, 5.3154], [-1.2235, -0.9217, 2.9820], [0.0713, -2.1337, 2.5321], [-0.4881, -2.0094, 4.2641]],
  "forces_ev_per_angstrom": [[-1.3, -1.4, -0.6], [0.1, 0.1, -1.0], [0.3, 0.5, 0.8], [-0.5, 1.5, -0.1], [0.1, -0.3, -0.2], [0.3, -0.1, 0.2], [-0.1, -0.2, -0.1], [0.1, 0.0, -0.2], [0.2, -0.1, 0.3], [0.3, -0.3, -0.1], [0.0, 0.0, 0.5], [-0.2, 0.3, -0.2], [-0.2, -0.1, -0.6], [-0.1, -0.1, -0.1], [0.1, 0.4, 0.1], [0.1, -0.2, -0.1], [1.8, -0.4, 0.9], [-1.9, 0.6, -0.8], [0.5, 0.5, 0.3], [0.4, -0.7, 0.7], [0.0, -0.5, 0.2], [-1.1, 1.3, -1.2], [0.3, 0.0, 0.4], [0.4, -0.8, 1.4], [0.0, 0.2, -0.3], [0.5, 0.0, -0.1], [-0.3, -0.2, -0.2], [0.7, -0.3, 0.2], [-0.4, 0.4, 0.3], [-0.1, 0.0, -0.4]]
}

Entry 2:
{
  "formula": "C6H19O3P2S2",
  "method": "wB97M-V/def2-TZVPD",
  "total_charge": 1,
  "e_lumo_ev": -5.611,
  "de_lowest_kj_mol": 121.9,
  "species": ["O", "P", "O", "O", "P", "S", "S", "H", "H", "H", "H", "H", "C", "C", "C", "C", "C", "C", "H", "H", "H", "H", "H", "H", "H", "H", "H", "H", "H", "H", "H", "H"],
  "coordinates": [[3.4507, -1.5245, -1.5489], [2.5297, -1.9470, -2.6713], [3.5091, -2.3691, -3.9725], [1.6894, -3.3089, -2.2327], [1.2636, -0.2405, -3.1701], [-0.8009, -0.7753, -3.3390], [-1.0569, -2.5941, -4.4196], [4.1266, -1.6382, -4.1301], [1.9630, -4.0235, -2.8359], [1.6540, 0.1332, -4.4964], [-1.2924, -1.0298, -2.0621], [-1.7209, -3.4148, -3.5379], [-1.1952, 0.3922, 4.2023], [-0.8714, 1.6601, 3.4204], [-1.7062, 1.8077, 2.1470], [-1.5009, 0.6986, 1.1119], [-0.0569, 0.5316, 0.6332], [0.4865, 1.7679, -0.0746], [-0.9889, -0.5077, 3.6197], [-0.5901, 0.3414, 5.1093], [-2.2470, 0.3767, 4.4972], [0.1962, 1.6831, 3.1831], [-1.0598, 2.5257, 4.0606], [-1.4922, 2.7793, 1.6928], [-2.7662, 1.8313, 2.4187], [-2.1433, 0.9080, 0.2470], [-1.8499, -0.2543, 1.5206], [-0.0157, -0.3198, -0.0627], [0.5962, 0.2713, 1.4687], [-0.1244, 2.0115, -0.9501], [1.5103, 1.5905, -0.4116], [0.5039, 2.6371, 0.5829]],
  "forces_ev_per_angstrom": [[-2.6, 0.1, -2.2], [4.4, -2.4, 2.3], [-2.6, 0.4, 1.2], [0.9, 2.0, -1.8], [0.3, 1.0, 1.2], [-0.8, -0.6, -0.5], [-0.3, -0.2, 0.2], [0.2, -0.2, 0.1], [-0.2, -0.2, 0.2], [-0.7, -0.7, 0.1], [0.9, 0.0, -0.6], [0.4, 0.7, -0.1], [0.1, 0.1, 0.1], [-0.1, -0.1, 0.0], [0.0, 0.1, 0.0], [0.0, -0.1, 0.0], [-0.2, 0.2, -0.1], [0.2, -0.2, 0.0], [0.0, 0.0, 0.0], [-0.1, -0.1, 0.0], [0.0, 0.0, 0.0], [0.0, 0.0, 0.0], [0.0, 0.0, -0.1], [0.0, 0.0, 0.0], [0.0, 0.0, 0.0], [0.0, 0.0, 0.0], [0.0, 0.0, 0.0], [0.1, -0.1, 0.1], [0.0, -0.1, 0.0], [0.0, 0.1, 0.0], [0.0, 0.1, 0.0], [0.0, 0.0, 0.0]]
}

Entry 3:
{
  "formula": "C6H20N2O2",
  "method": "wB97M-V/def2-TZVPD",
  "smiles": "CCN[C@@H](C)CCN.O.O",
  "e_lumo_ev": 0.717,
  "de_lowest_kj_mol": 376.0,
  "species": ["C", "N", "C", "C", "C", "N", "C", "C", "H", "H", "H", "H", "H", "H", "H", "H", "H", "H", "H", "H", "H", "H", "H", "H", "H", "H", "O", "H", "H", "O"],
  "coordinates": [[1.2326, 1.2734, -1.3973], [0.6900, 0.1763, -0.5042], [-0.6556, -0.2246, -0.9092], [-1.3833, -0.3801, 0.3945], [-0.7289, -1.0291, 1.7045], [-0.5564, -2.3755, 1.5160], [-0.6889, -1.4099, -1.7808], [1.7158, 2.2387, -0.3898], [2.0151, 0.7136, -2.1302], [0.4815, 1.6364, -2.1335], [1.3842, -0.5021, -0.5205], [-1.1537, 0.6136, -1.5859], [-1.6676, 0.7896, 0.8175], [-2.3903, -0.6625, 0.1894], [0.2194, -0.3846, 1.9375], [-1.3164, -0.7457, 2.6278], [0.1671, -2.6836, 0.7847], [-1.3946, -2.8904, 1.1444], [-0.7295, -2.3698, -1.2387], [-1.6739, -1.4036, -2.2552], [0.1874, -1.3878, -2.4583], [1.1073, 3.1237, -0.4524], [1.6031, 1.7847, 0.6604], [2.7556, 2.4806, -0.4278], [3.2247, -1.6771, 1.7719], [1.8152, -1.1027, 1.8408], [2.7704, -0.8615, 1.8034], [-1.8257, 2.2231, -0.2522], [-2.5087, 2.6579, 1.0473], [-2.6963, 2.3793, 0.1957]],
  "forces_ev_per_angstrom": [[1.0, -3.5, -1.3], [-1.7, 2.7, -2.2], [0.5, 1.3, 0.6], [-1.4, 4.7, 3.4], [-0.3, 4.5, -1.4], [1.4, -5.3, -1.4], [-0.5, -1.7, -0.7], [0.5, 0.6, 1.9], [-1.1, 1.8, 1.7], [0.3, 0.0, 0.9], [1.0, -2.0, 0.0], [1.0, -1.2, 1.7], [1.2, -3.5, -1.2], [-1.0, -1.1, 0.2], [-1.3, -1.5, -0.7], [0.0, -0.7, -1.1], [-1.1, 1.2, 1.6], [0.8, 1.1, 0.9], [0.5, 0.3, 0.0], [0.3, -0.1, -0.7], [-0.8, -0.2, -0.1], [0.0, 0.7, 0.2], [0.0, 0.8, -1.7], [0.7, 0.5, -0.5], [0.8, -1.4, 0.0], [1.1, 0.3, 0.0], [-1.7, 1.0, -0.1], [-1.2, 0.4, 0.7], [0.7, 0.9, 2.6], [0.2, -0.5, -3.5]]
}

Entry 4:
{
  "formula": "C6H20N6",
  "method": "wB97M-V/def2-TZVPD",
  "total_charge": 2,
  "e_lumo_ev": -6.096,
  "de_lowest_kj_mol": 249.5,
  "species": ["C", "C", "C", "N", "N", "N", "H", "H", "H", "H", "H", "H", "H", "H", "H", "H", "C", "C", "C", "N", "N", "N", "H", "H", "H", "H", "H", "H", "H", "H", "H", "H"],
  "coordinates": [[1.3696, -1.3431, -1.0153], [1.8003, -2.7719, -1.4234], [1.7850, -1.1225, 1.3543], [2.0775, -0.8100, 0.1099], [1.1205, -2.2785, 1.6899], [2.2466, -0.3687, 2.4158], [1.1795, -0.7406, -1.9349], [0.2664, -1.3711, -0.6307], [2.4368, -3.2732, -0.7854], [2.2430, -2.8775, -2.4491], [2.9122, -0.3708, -0.1861], [1.0445, -3.0409, 1.0654], [0.5748, -2.4539, 2.5661], [2.4199, 0.5121, 2.2421], [2.1372, -0.5118, 3.4078], [0.9627, -3.4871, -1.5172], [-2.9581, 1.1210, 0.4384], [-3.1556, -0.2997, 0.8633], [-1.0554, 2.1537, -1.0965], [-2.0093, 1.2291, -0.7261], [-0.6654, 3.1964, -0.3518], [-0.4017, 1.7840, -2.2856], [-3.8852, 1.5047, 0.1349], [-2.6884, 1.7284, 1.2588], [-2.1997, -0.9767, 0.5877], [-4.0827, -0.6408, 0.4779], [-2.2362, 0.3454, -1.1876], [-0.6988, 3.1234, 0.6639], [0.1629, 3.7221, -0.6598], [-0.8514, 1.3731, -3.1074], [0.5831, 2.2140, -2.5184], [-3.5734, -0.4700, 1.8824]],
  "forces_ev_per_angstrom": [[-4.1, -2.1, -0.4], [-1.6, -0.1, -2.7], [0.1, -1.6, 4.0], [-0.2, 0.5, -1.0], [-0.4, 1.6, 0.7], [-1.6, -4.9, -1.0], [1.2, 0.3, 1.1], [1.7, -0.3, -0.6], [1.7, -0.6, 1.7], [-0.1, 0.6, 0.9], [1.1, 0.8, 0.8], [0.1, -0.5, -1.0], [1.1, 0.9, -1.0], [1.4, 5.6, -1.4], [-0.2, -1.1, -0.2], [-0.2, 0.6, 0.2], [0.9, 0.9, 0.0], [1.4, -2.0, 0.4], [-0.6, -3.9, -1.6], [0.0, 0.9, 1.2], [0.8, -0.4, 0.0], [2.3, 2.2, 0.7], [-1.3, 0.7, -0.7], [0.9, 0.8, 0.8], [-2.5, 1.2, 0.9], [-0.4, -0.9, -1.8], [1.3, 0.8, -1.1], [-0.5, 0.0, -0.4], [-0.8, -0.2, -0.1], [-0.2, 0.3, 0.8], [-3.0, -0.9, 0.7], [1.6, 0.7, 0.1]]
}

Entry 5:
{
  "formula": "C6H20NO2P3",
  "method": "wB97M-V/def2-TZVPD",
  "smiles": "CC(C)[C@@H](C)CO[PH2]([PH2]=N)[PH2]=O",
  "e_lumo_ev": 0.421,
  "species": ["C", "C", "C", "C", "C", "C", "O", "P", "P", "N", "P", "O", "H", "H", "H", "H", "H", "H", "H", "H", "H", "H", "H", "H", "H", "H", "H", "H", "H", "H", "H", "H"],
  "coordinates": [[1.5595, -1.7395, 0.4065], [2.1659, -0.3445, 0.3114], [2.1262, 0.3633, 1.6624], [1.6365, 0.5559, -0.8083], [1.8236, -0.0534, -2.1948], [0.2005, 1.0697, -0.6318], [-0.5567, 0.2737, 0.2991], [-2.1976, 0.3786, 0.2304], [-2.3778, -1.8363, -0.2833], [-3.0675, -2.5825, 0.9207], [-2.2488, 2.5245, 0.9418], [-3.6362, 2.8296, 1.3540], [1.5280, -2.2389, -0.5566], [0.5712, -1.7198, 0.8551], [2.1898, -2.3471, 1.0522], [3.2227, -0.4848, 0.0727], [2.6768, -0.2179, 2.3976], [2.6256, 1.3283, 1.5942], [1.1118, 0.5021, 2.0179], [2.2749, 1.4385, -0.7720], [1.4780, 0.6457, -2.9526], [1.2803, -0.9852, -2.3117], [2.8806, -0.2172, -2.3849], [0.2299, 2.1073, -0.3048], [-0.3039, 1.0523, -1.5985], [-2.8615, 0.7646, -0.9647], [-3.0995, 0.0842, 1.2917], [-3.1058, -1.8738, -1.4918], [-1.1141, -2.3380, -0.6566], [-3.9398, -3.0106, 0.6456], [-1.2788, 2.7025, 1.9533], [-1.7937, 3.3686, -0.0947]],
  "forces_ev_per_angstrom": [[0.2, 0.0, 0.2], [0.1, 0.0, 0.2], [0.3, -0.1, -0.1], [-0.1, -0.1, -0.1], [0.1, 0.3, 0.1], [0.2, 0.1, 0.0], [-0.3, -0.1, -0.3], [0.5, 0.0, 0.0], [-0.2, -0.4, 0.5], [0.0, 0.3, -0.2], [0.0, 0.0, 0.0], [-0.6, 0.0, 0.2], [-0.1, -0.1, -0.1], [-0.1, 0.0, -0.1], [0.1, -0.1, 0.1], [0.1, 0.0, -0.1], [0.0, -0.1, 0.2], [0.0, 0.2, 0.0], [-0.1, 0.0, 0.1], [0.0, 0.2, 0.0], [-0.1, 0.0, -0.2], [-0.1, -0.2, -0.1], [0.1, -0.2, 0.0], [-0.1, 0.1, 0.2], [-0.1, 0.0, -0.1], [-0.2, 0.0, 0.1], [-0.2, 0.1, -0.1], [0.2, 0.1, -0.3], [0.0, 0.0, -0.2], [-0.1, -0.2, 0.2], [0.2, 0.0, -0.1], [0.3, 0.0, 0.0]]
}

Entry 6:
{
  "formula": "C6H21NO5",
  "method": "wB97M-V/def2-TZVPD",
  "smiles": "C/C=C/C(C)=C/N.O.O.O.O.O",
  "e_lumo_ev": 0.513,
  "de_lowest_kj_mol": 291.8,
  "species": ["C", "N", "C", "C", "C", "C", "C", "H", "H", "H", "H", "H", "H", "H", "H", "H", "H", "H", "H", "H", "O", "H", "H", "O", "H", "H", "O", "H", "H", "O", "H", "H", "O"],
  "coordinates": [[2.3989, -0.3807, 1.6543], [2.7716, 0.3133, -1.1634], [1.5535, -0.1403, -0.6675], [1.3454, -0.5259, 0.5934], [0.1311, -1.2646, 1.0500], [-0.1313, -2.4795, 0.5897], [-1.2163, -3.4073, 1.0756], [2.2303, 0.5412, 2.2285], [3.4626, -0.3059, 1.3784], [2.3927, -1.2010, 2.3820], [2.9056, 0.2815, -2.1544], [3.5797, -0.0481, -0.6664], [0.7066, -0.1344, -1.3500], [-0.4204, -0.7834, 1.8531], [0.4206, -2.8614, -0.2477], [-0.7233, -4.0720, 1.8056], [-1.6788, -3.9168, 0.2443], [-1.8569, -2.9240, 1.8180], [-0.6686, 2.6568, 1.2193], [0.2314, 1.7544, 0.3724], [0.0173, 2.6836, 0.5344], [-3.6057, 1.3614, 1.5768], [-2.0905, 1.3551, 1.7658], [-2.8626, 1.9450, 1.7522], [0.3642, 3.2594, -2.0460], [1.7033, 2.6291, -1.5466], [0.9582, 2.5012, -2.1472], [-3.5698, -0.5190, 0.4552], [-3.4787, -1.9842, 0.8209], [-3.5562, -1.1052, 1.2201], [-0.0099, -0.5153, -4.0915], [0.6885, 0.8291, -3.7736], [-0.1696, 0.3881, -3.8009]],
  "forces_ev_per_angstrom": [[0.6, 0.2, 1.0], [0.4, 0.3, 0.5], [-0.6, -0.4, -0.2], [0.4, -0.3, 0.2], [0.7, 0.7, -0.4], [-1.3, 0.1, 0.1], [1.3, 0.6, 1.6], [-0.1, -0.1, 0.0], [-0.4, 0.0, -0.6], [-0.3, 0.1, -0.2], [-0.2, 0.0, -0.3], [-0.2, 0.2, -0.2], [0.3, -0.1, -0.2], [-0.2, -0.4, 0.2], [0.6, -0.1, -0.2], [0.0, -0.7, -0.8], [-0.4, -0.3, 0.2], [-0.6, 0.3, -0.7], [0.2, 0.3, -0.3], [0.1, 0.0, -0.2], [-0.3, -0.1, 0.5], [0.0, 0.0, 0.2], [-0.6, 0.0, 0.0], [0.5, -0.1, 0.0], [0.3, -0.3, 0.2], [-0.3, 0.1, 0.0], [0.1, 0.1, -0.4], [0.0, 0.0, -0.1], [0.0, 0.2, 0.2], [-0.1, -0.1, -0.3], [0.1, 0.1, -0.1], [-0.2, 0.1, 0.1], [0.0, -0.2, 0.0]]
}

In eV, the Kohn-Sham gap values for the records above are, in order, 5.72, 7.71, 9.39, 10.98, 8.74, 8.54.
In eV, the HOMO values for the records above are, in order, -5.71, -13.32, -8.68, -17.08, -8.32, -8.02.